--- P ---
The following is a quantum chemistry calculation of one molecule with the formula C5H9NO3, from the Open Molecules 2025 dataset.

As for the SMILES: COC(=O)[C@@H](C)C(N)=O. Its LUMO energy is 0.0239 hartree. The value obtained for the HOMO energy is -9.72 eV. The calculation puts the frontier orbital gap at 10.4 eV.

CARTESIAN COORDINATES (ANGSTROEM)
C -3.168 0.350 0.070
O -1.922 0.021 0.681
C -0.872 -0.131 -0.109
O -0.893 0.068 -1.302
C 0.338 -0.645 0.653
C 0.682 -2.064 0.205
C 1.485 0.342 0.517
N 2.242 0.423 -0.574
O 1.388 1.532 0.962
H -3.111 1.343 -0.393
H -3.430 -0.400 -0.687
H -3.907 0.347 0.876
H 0.090 -0.630 1.723
H 1.589 -2.421 0.711
H -0.137 -2.744 0.469
H 0.833 -2.119 -0.881
H 2.522 -0.470 -0.961
H 2.371 1.655 -0.339

---

--- Q ---
The following is a quantum chemistry calculation of a 2-piece molecular cluster, C5H9NO3 overall, from the Open Molecules 2025 dataset.

Its LUMO energy is 0.0195 hartree. The value obtained for the HOMO energy is -9.53 eV. The calculation puts the frontier orbital gap at 10.1 eV.

CARTESIAN COORDINATES (ANGSTROEM)
C -1.179 -2.280 -2.417
C 0.034 2.576 0.445
C 1.108 1.856 1.261
C -0.237 0.248 0.257
C 0.266 -2.800 -2.268
N -0.619 1.427 -0.139
O -1.745 -1.665 -1.391
O -1.904 -2.515 -3.398
O 0.813 0.426 1.150
H -0.405 3.316 1.093
H 0.397 3.084 -0.394
H 2.129 1.968 0.969
H 1.067 2.032 2.329
H 0.348 -3.819 -2.660
H 0.772 -2.670 -1.361
H 0.821 -2.180 -2.957
H -1.171 -1.541 -0.562
H -1.445 1.673 -0.636

---

--- R ---
The following is a quantum chemistry calculation of one molecule with the formula C5H9NO3, from the Open Molecules 2025 dataset.

As for the SMILES: COC(=O)C(=O)N(C)C. Its LUMO energy is 0.0271 hartree. The value obtained for the HOMO energy is -9.11 eV. The calculation puts the frontier orbital gap at 9.9 eV.

CARTESIAN COORDINATES (ANGSTROEM)
C -2.829 0.468 -0.981
O -1.438 0.606 -0.679
C -0.959 -0.181 0.311
O -1.507 -1.174 0.749
C 0.024 0.598 1.216
O 0.092 1.584 1.875
N 1.047 -0.071 0.345
C 2.071 0.796 -0.219
C 1.437 -1.469 0.407
H -3.222 -0.494 -0.658
H -3.393 1.244 -0.465
H -2.938 0.539 -2.063
H 2.281 0.526 -1.256
H 1.725 1.829 -0.190
H 2.992 0.697 0.366
H 1.745 -1.825 -0.581
H 2.270 -1.590 1.099
H 0.602 -2.083 0.727

---

Which of them is most stable? Easy: P.

---

--- P ---
The following is a quantum chemistry calculation of a 2-piece molecular cluster, C5H9NO3 overall, from the Open Molecules 2025 dataset.

As for the SMILES: CC(=O)ON.O=C1CC1. Its LUMO energy is 0.0327 hartree. The value obtained for the HOMO energy is -8.00 eV. The calculation puts the frontier orbital gap at 8.9 eV.

CARTESIAN COORDINATES (ANGSTROEM)
C 1.565 1.453 -0.086
C 0.564 0.696 0.728
O 0.011 1.041 1.741
O 0.812 -0.790 0.559
N 0.245 -1.581 1.614
H 1.702 1.023 -1.074
H 2.521 1.424 0.443
H 1.229 2.485 -0.168
H 1.058 -1.936 2.111
H -0.207 -0.889 2.223
O 0.668 -0.969 -2.024
C -0.161 -0.884 -1.199
C -1.554 -0.960 -0.837
C -1.307 0.552 -0.815
H -2.182 -1.408 -1.609
H -1.732 -1.390 0.144
H -1.479 1.048 -1.764
H -1.752 1.085 0.012

---

--- Q ---
The following is a quantum chemistry calculation of one molecule with the formula C5H9NO3, from the Open Molecules 2025 dataset.

As for the SMILES: CCCON(C=O)C=O. Its LUMO energy is 0.0056 hartree. The value obtained for the HOMO energy is -10.29 eV. The calculation puts the frontier orbital gap at 10.4 eV.

CARTESIAN COORDINATES (ANGSTROEM)
C 2.242 0.748 -0.608
C 1.875 -0.569 0.273
C 0.423 -0.471 0.616
O -0.410 -0.437 -0.476
N -1.804 0.014 -0.250
C -2.746 -0.994 -0.277
O -4.011 -0.972 -0.151
C -1.827 1.479 -0.130
O -2.804 1.974 0.328
H 0.988 0.800 -0.885
H 3.053 0.363 -1.411
H 2.962 1.622 0.047
H 2.579 -0.786 1.192
H 1.876 -1.441 -0.342
H 0.197 -1.362 1.214
H 0.386 0.331 1.599
H -2.173 -1.992 -0.156
H -0.806 1.693 -0.582

---

Which of them is most stable? Easy: P.

---

--- P ---
The following is a quantum chemistry calculation of one molecule with the formula C5H9NO3, from the Open Molecules 2025 dataset.

As for the SMILES: C[C@H](N)CC(=O)C(=O)O. Its LUMO energy is 0.0223 hartree. The value obtained for the HOMO energy is -9.48 eV. The calculation puts the frontier orbital gap at 10.1 eV.

CARTESIAN COORDINATES (ANGSTROEM)
C -2.360 0.142 -0.766
C -1.694 0.064 0.601
N -0.961 1.304 0.874
C -0.686 -1.102 0.687
C 0.367 -0.958 -0.378
O 0.559 -1.755 -1.264
C 1.180 0.358 -0.378
O 1.291 1.044 -1.372
O 2.001 0.423 0.672
H -1.650 0.459 -1.542
H -2.764 -0.837 -1.053
H -3.181 0.871 -0.746
H -2.470 -0.131 1.360
H -1.468 2.122 0.549
H -0.747 1.401 1.864
H -0.193 -1.081 1.670
H -1.194 -2.064 0.558
H 2.408 1.300 0.710

---

--- Q ---
The following is a quantum chemistry calculation of C5H9NO3 as an isolated structure, from the Open Molecules 2025 dataset.

Its LUMO energy is 0.0302 hartree. The value obtained for the HOMO energy is -8.29 eV. The calculation puts the frontier orbital gap at 9.1 eV.

CARTESIAN COORDINATES (ANGSTROEM)
C 1.478 -0.108 1.208
C 1.585 -0.172 -1.333
C -0.469 0.799 -0.127
C -1.337 -0.418 -0.174
C 0.758 -0.042 -0.092
N -2.617 -0.563 0.370
O -1.231 0.542 -1.295
O -0.600 1.979 0.541
O -0.436 -1.410 -0.163
H -1.542 2.120 0.711
H -2.762 -1.522 0.661
H -3.346 -0.254 -0.260
H 2.556 -0.236 1.117
H 1.416 0.769 1.857
H 2.150 -1.102 -1.314
H 0.959 -0.144 -2.220
H 2.288 0.666 -1.360
H 1.150 -0.904 1.873

---

Which of them is most stable? Easy: P.